Entry from the Open Molecules 2025 dataset: a 17-piece molecular cluster, C31H85O20P overall (wB97M-V/def2-TZVPD).

Structure (ORCA input):
```
! RIJCOSX wB97M-V def2-TZVPD def2/J DEFGRID3
* xyz 0 1
P -2.135 2.876 -0.078
O -0.588 1.207 4.874
O 6.881 4.688 -0.325
O 10.697 3.881 2.954
O 7.621 -0.363 0.993
O -6.214 -5.243 2.634
O 0.234 -5.338 -3.206
O 2.948 5.628 0.836
O 2.284 4.281 -0.747
O -6.925 -6.209 7.471
O -5.143 5.065 -2.601
O -0.077 6.759 -2.519
O 0.620 -4.659 -0.337
O -3.756 -3.245 -6.416
O -0.036 3.115 2.197
O 1.307 -0.950 0.008
O -1.710 -8.079 -0.759
O -2.992 2.339 3.615
O -4.576 -4.809 0.348
O 4.498 6.708 -2.864
O -4.513 -1.597 -2.522
C -6.371 -7.510 7.303
C -1.303 4.009 -2.412
C 1.095 0.217 0.025
C -1.351 -9.428 -1.037
C 4.389 1.832 -0.755
C 0.628 -6.494 -3.936
C 0.553 7.750 -1.710
C 7.558 4.705 0.928
C -3.544 -2.644 -2.557
C -0.223 0.807 -0.343
C 5.803 1.250 -1.021
C 2.188 1.181 0.402
C -0.598 1.915 0.245
C 2.661 4.532 0.502
C 2.692 3.387 1.495
C -0.628 -4.224 -0.882
C -0.112 -0.117 4.656
C -3.968 2.692 4.582
C 1.796 2.283 1.000
C 3.993 5.734 -3.777
C 8.020 -1.540 0.296
C -2.349 2.958 -1.914
C -3.403 -4.598 -6.684
C -4.013 -6.107 0.192
C -5.767 4.424 -3.710
C 3.629 0.833 0.118
C -5.538 -5.264 3.890
C 0.342 2.495 1.262
C -4.668 1.527 -0.111
C -3.594 2.161 0.804
C 9.779 4.261 3.974
H -1.073 -5.045 -1.426
H -5.355 -1.978 -2.790
H 8.779 4.265 3.546
H -2.414 -4.823 -6.277
H -3.340 3.326 -2.181
H 6.186 0.805 -0.095
H 4.168 0.619 1.042
H -4.567 -6.663 -0.569
H -0.118 -0.352 3.588
H -0.462 -3.388 -1.563
H -0.847 0.340 -1.093
H -4.139 -5.241 -6.206
H -0.359 -9.650 -0.635
H 6.437 2.117 -1.214
H 5.813 0.554 -1.854
H 0.944 8.560 -2.331
H 2.288 5.136 -1.206
H 4.451 4.761 -3.582
H 3.708 3.042 1.640
H 0.340 -7.404 -3.400
H 9.097 -1.526 0.111
H 0.007 1.806 4.407
H 3.916 2.017 -1.719
H 8.189 3.821 0.984
H -3.324 1.482 1.602
H -3.098 -2.686 -6.842
H -1.301 -3.919 -0.076
H 4.272 6.420 -1.974
H -3.464 -3.046 -3.570
H -6.745 4.030 -3.423
H -4.894 2.151 -0.973
H -6.383 -8.056 8.249
H -4.952 2.594 4.126
H -5.343 -7.408 6.965
H -0.773 -0.805 5.176
H -2.081 2.024 -2.413
H -6.943 -8.063 6.553
H 11.578 3.880 3.341
H 3.612 -0.108 -0.435
H 0.692 -5.366 -2.355
H -6.266 -5.271 4.705
H 1.709 -6.495 -4.099
H 8.183 5.598 1.010
H -5.713 5.791 -2.330
H -2.581 -2.236 -2.256
H 0.124 -6.478 -4.900
H -4.890 -4.389 3.979
H -4.932 -6.165 3.942
H 4.243 6.051 -4.786
H -3.907 2.025 5.447
H -3.408 -4.788 -7.761
H -7.834 -6.323 7.768
H -3.830 -3.438 -1.861
H -0.154 8.155 -0.983
H 6.326 5.474 -0.363
H -0.731 3.645 -3.264
H -1.056 -7.513 -1.185
H -4.089 2.998 1.288
H -5.599 1.465 0.458
H 4.565 2.796 -0.287
H 1.001 -3.915 0.142
H 0.902 -0.226 5.049
H 8.093 -0.352 1.832
H -5.131 3.600 -4.027
H -4.402 0.516 -0.412
H -1.775 4.955 -2.645
H -2.082 -10.077 -0.561
H 10.016 5.262 4.342
H 7.495 -1.563 -0.656
H 7.760 -2.431 0.872
H -0.585 4.215 -1.620
H 2.905 5.658 -3.684
H -5.885 5.125 -4.540
H -1.359 -9.611 -2.115
H -6.744 -4.440 2.607
H -0.804 7.186 -2.982
H -3.827 3.726 4.910
H -2.127 2.428 4.031
H 1.379 7.284 -1.175
H -2.981 -6.001 -0.124
H 9.813 3.545 4.799
H 6.835 4.685 1.750
H -5.487 -4.931 0.632
H 2.260 3.804 2.398
H -4.046 -6.644 1.144
*
```

For the total energy, the calculation gives -83755.3054 eV. As for the LUMO energy: -0.524 eV. The calculation puts the gap between HOMO and LUMO at 6.5856 eV. For the HOMO energy, the calculation gives -7.11 eV.

***

Entry from the Open Molecules 2025 dataset: one molecule with the formula C16H32O (wB97M-V/def2-TZVPD).

Structure (ORCA input):
```
! RIJCOSX wB97M-V def2-TZVPD def2/J DEFGRID3
* xyz 0 1
O -0.707 -3.124 2.062
C -1.672 -2.057 1.981
C -1.132 2.075 -0.773
C 2.632 1.066 -1.471
C 1.035 2.315 -2.950
C -2.243 -2.974 -0.459
C 1.143 1.403 -1.710
C -3.380 -3.508 -1.400
C 0.941 3.403 -0.174
C 2.149 0.820 0.997
C -0.151 -0.347 0.693
C -0.995 -0.664 1.960
C 0.617 1.008 0.802
C 0.401 1.951 -0.469
C 2.853 0.202 -0.205
C -2.742 -2.284 0.826
C 2.453 -0.003 2.280
H 0.694 0.460 -1.972
H -1.776 0.101 2.053
H 3.950 0.101 -0.034
H 1.851 0.413 3.118
H -1.555 1.232 -1.317
H 1.575 3.241 -2.766
H 2.269 -1.068 2.160
H -3.258 -1.352 0.541
H -1.570 -2.275 -1.009
H -2.206 -2.116 2.944
H 2.483 -0.820 -0.393
H 1.472 1.808 -3.816
H 2.615 1.784 1.171
H -1.349 2.942 -1.339
H -3.975 -2.707 -1.823
H 3.502 -0.010 2.533
H -0.815 -0.356 -0.204
H 0.019 2.583 -3.248
H -3.458 -2.993 1.262
H -4.076 -4.142 -0.828
H 0.652 4.117 -0.965
H 3.016 0.575 -2.408
H -2.912 -4.141 -2.172
H 0.193 1.562 1.654
H -1.649 -3.833 -0.182
H 0.471 3.769 0.734
H -1.675 2.181 0.132
H 2.033 3.439 -0.047
H -0.331 -0.582 2.802
H 0.574 -1.189 0.538
H 3.155 1.974 -1.298
H -1.120 -3.980 2.184
*
```

For the total energy, the calculation gives -19158.9065 eV. As for the LUMO energy: 0.789 eV. The calculation puts the gap between HOMO and LUMO at 10.7569 eV. For the HOMO energy, the calculation gives -9.97 eV. The energy above the lowest of the compared OMol25 structures with the same formula, charge and spin is 5.7 kcal per mole.

***

Entry from the Open Molecules 2025 dataset: C8H10N4O as an isolated structure (wB97M-V/def2-TZVPD).

Structure (ORCA input):
```
! RIJCOSX wB97M-V def2-TZVPD def2/J DEFGRID3
* xyz 0 1
O -2.511 0.780 1.066
N 1.753 1.168 -2.631
N -0.916 1.446 -0.410
N 1.974 0.088 -1.808
N 0.237 1.278 -1.054
C 0.649 1.795 -2.267
C -1.298 0.591 0.516
C -1.140 -1.466 1.810
C 1.415 -2.233 0.254
C -0.378 -1.148 3.231
C 0.466 -0.926 0.002
C -0.584 -0.594 0.717
C 1.008 0.048 -1.028
H -0.641 -1.877 3.950
H 0.762 -1.209 3.301
H -1.150 -2.573 1.438
H -2.291 -1.241 1.834
H 0.456 2.741 -2.623
H -2.944 1.601 0.886
H 0.951 -2.968 -0.615
H -0.787 -0.151 3.681
H 2.636 -2.065 0.108
H 0.938 -2.761 1.425
*
```

For the total energy, the calculation gives -16461.4970 eV. As for the LUMO energy: 0.237 eV. The calculation puts the gap between HOMO and LUMO at 9.3087 eV. For the HOMO energy, the calculation gives -9.07 eV. The energy above the lowest of the compared OMol25 structures with the same formula, charge and spin is 93.0 kcal per mole.